Below is C2H3I3S as an isolated structure at a distorted geometry, with properties calculated with wB97M-V/def2-TZVPD.

Each line ends with the Mulliken charge.
Cartesian coordinates (Å):
C (0.80136, -0.12015, 0.42113)  -0.6969
C (-1.03978, -0.28120, -0.24998)  -0.7024
S (1.34216, 1.52614, 0.24468)  -0.0782
I (-1.64098, -2.31612, 0.33838)  0.1416
I (-1.17482, -0.03416, -2.28361)  0.2337
I (-2.08987, 1.18485, 0.87757)  0.1934
H (1.25417, -1.06618, 0.02166)  0.4144
H (0.60198, -0.23527, 1.56591)  0.3639
H (1.94578, 1.34208, -0.93575)  0.1305

Force components x, y, z for each atom (eV/Å):
-3.83 -1.56 1.35
2.71 -0.61 2.47
0.71 -0.24 -0.57
0.24 0.76 -0.16
0.12 0.22 -0.83
-0.20 -0.09 -0.10
0.05 1.42 0.11
0.20 -0.11 -2.15
0.02 0.22 -0.13

Calculated values
E_HOMO ... -9.03 eV
Kohn-Sham gap ... 8.30 eV
Largest force on an atom ... 4.4 eV/Å
LUMO level ... -0.7 eV
Energy relative to the best compared isomer or geometry (same formula, charge and spin) ... 85.63 kJ/mol
Calculated total energy ... -1369.20110 a.u.